# 1
Here is a cluster of 2 separate species, C5H11FO in total from the OMol25 dataset. Energies are from ωB97M-V/def2-TZVPD.

Output
Multiplicity   1
Highest occupied orbital energy   -9.7 eV
Gap between HOMO and LUMO   10.6 eV
Net charge   0
SMILES string   C=C(C)F.CCO

Cartesian coordinates (Å):
C 2.0886 0.7287 0.7573
C 1.4269 1.8663 0.8898
C 1.5607 2.8808 -0.2757
F 0.3992 2.0837 1.7320
H 2.7709 0.3914 0.0176
H 1.9318 -0.1475 1.4187
H 2.6612 3.2185 -0.3298
H 0.7645 3.7309 -0.2831
H 1.5160 2.3183 -1.1959
C -2.0184 -2.7330 0.1036
C -1.9009 -1.3795 -0.7074
O -0.5676 -0.8482 -1.1157
H -1.4974 -3.6868 -0.2510
H -1.4523 -2.5576 1.0035
H -3.0035 -2.9709 0.3102
H -2.4100 -0.7438 -0.0739
H -2.2506 -1.4325 -1.7060
H -0.0190 -0.7189 -0.2943



# 2
Here is a cluster of 7 separate species, C12H41N3O7 in total from the OMol25 dataset. Energies are from ωB97M-V/def2-TZVPD.

Output
Multiplicity   1
Highest occupied orbital energy   -8.6 eV
Gap between HOMO and LUMO   8.5 eV
Net charge   0
SMILES string   COC[C@H](C)N.COC[C@H](C)N.COC[C@H](C)N.O.O.O.O

Cartesian coordinates (Å):
C 16.6601 1.1037 6.6188
O 16.2821 0.0043 5.7010
C 15.1538 -0.8965 5.9843
C 14.4413 -1.4273 4.6993
C 14.0887 -0.2715 3.7888
N 13.2919 -2.3126 4.9079
H 16.9160 0.8124 7.6375
H 15.8660 1.8443 6.5230
H 17.5214 1.6479 6.2315
H 15.5884 -1.7093 6.5661
H 14.5018 -0.2882 6.6111
H 15.2662 -1.8938 4.1608
H 13.1400 0.1701 4.0938
H 14.1799 -0.5254 2.7327
H 14.6687 0.6268 4.0003
H 12.6810 -2.2871 4.1040
H 12.7063 -1.9206 5.6314
C 7.8866 -7.9228 9.4583
O 9.2519 -7.4418 9.4537
C 9.9058 -7.3335 8.1949
C 11.2645 -6.5457 8.4688
C 11.2637 -5.1897 9.0776
N 12.0135 -6.4654 7.2494
H 7.2979 -7.1982 8.8957
H 7.4031 -8.1152 10.4161
H 7.9363 -8.9232 9.0283
H 9.9762 -8.3690 7.8618
H 9.2059 -6.7662 7.5813
H 11.8861 -7.0716 9.1935
H 11.3793 -4.3329 8.4138
H 11.9470 -4.9244 9.8843
H 10.3108 -5.1138 9.6014
H 12.8052 -5.9110 7.5426
H 11.5188 -5.8691 6.6015
C 12.5483 3.0392 6.6578
O 13.6488 3.4416 5.9082
C 13.3263 4.6294 5.0997
C 14.6773 5.2351 4.5213
C 15.6105 4.2545 3.8461
N 15.4403 5.8508 5.6076
H 11.6667 2.8263 6.0532
H 12.2897 3.7633 7.4304
H 12.7423 2.1322 7.2303
H 12.7720 4.3762 4.1960
H 12.8664 5.4102 5.7055
H 14.5069 6.1440 3.9443
H 15.2235 3.8565 2.9081
H 15.7576 3.3353 4.4133
H 16.6310 4.5941 3.6690
H 14.7644 6.2509 6.2426
H 15.5279 4.9948 6.1364
O 11.0336 -2.0536 9.3253
H 10.5918 -2.5282 10.0294
H 11.9662 -2.1860 9.4950
O 10.4035 0.5660 9.7984
H 9.4738 0.4744 9.5899
H 10.7451 -0.3277 9.7696
O 10.7514 -1.3644 3.4768
H 10.9707 -0.5605 3.0057
H 10.2644 -1.0669 4.2453
O 11.3731 -0.8759 6.9043
H 11.1843 -0.0073 7.2594
H 11.3726 -1.4527 7.6682



# 3
Here is a cluster of 2 separate species, CH3NOP2S in total from the OMol25 dataset. Energies are from ωB97M-V/def2-TZVPD.

Output
Multiplicity   1
Highest occupied orbital energy   -8.8 eV
Gap between HOMO and LUMO   7.0 eV
Net charge   0
SMILES string   C=NP=O.P=S

Cartesian coordinates (Å):
C -1.7772 0.5273 -0.0900
N -1.3156 -0.6204 -0.2341
P -0.4721 -1.8356 0.5304
O -0.2103 -2.9399 -0.3735
H -2.9060 0.5521 -0.0396
H -1.2105 1.4982 -0.1650
P 2.6610 -1.3115 -0.3942
S 1.6214 0.1706 0.3177
H 1.6310 -1.5950 -1.2776



# 4
Here is a structure of composition C22H31BiNO2SSi2Te from the OMol25 dataset. Energies are from ωB97M-V/def2-TZVPD.

Output
Multiplicity   1
Highest occupied orbital energy   -11.0 eV
Gap between HOMO and LUMO   7.3 eV
Net charge   +1

Cartesian coordinates (Å):
Bi -1.2116 0.3125 -0.1100
O -1.5219 -3.2590 0.0758
C -0.6087 -2.4892 -0.0613
O -0.4232 -1.4376 0.7724
C 0.4260 -2.6398 -1.1302
C 0.7546 -3.9508 -1.4681
C 1.7351 -4.2306 -2.4008
C 2.3828 -3.1818 -3.0359
C 2.0401 -1.8722 -2.7430
C 1.0681 -1.5827 -1.7874
S 0.7768 0.1822 -1.6299
H 0.2237 -4.7478 -0.9655
H 1.9897 -5.2551 -2.6327
H 3.1470 -3.3775 -3.7762
H 2.5202 -1.0599 -3.2741
N -2.4623 1.2241 -2.5098
C -2.9379 1.2075 -3.5563
C -3.5311 1.1903 -4.8588
C -4.0450 -0.0068 -5.3571
C -4.6163 -0.0194 -6.6173
C -4.6712 1.1482 -7.3667
C -4.1586 2.3368 -6.8636
C -3.5843 2.3660 -5.6055
H -3.9966 -0.9077 -4.7615
H -5.0203 -0.9400 -7.0147
H -5.1173 1.1317 -8.3519
H -4.2083 3.2419 -7.4525
H -3.1824 3.2841 -5.2002
C 4.8005 -0.6944 2.2634
Si 3.7928 0.8236 1.8494
C 4.0533 2.1900 3.1040
C 4.1144 1.4347 0.1118
C 1.9723 0.2796 1.9558
Te 0.6136 1.8629 1.5653
C -0.3177 1.9774 3.4756
Si -1.4325 0.5761 4.1547
C -0.4704 -1.0026 4.4175
C -2.0826 1.2587 5.7692
C -2.8387 0.2787 2.9447
H 5.8690 -0.4802 2.2081
H 4.5907 -1.5125 1.5724
H 4.5862 -1.0451 3.2745
H 5.0920 2.5254 3.0931
H 3.8318 1.8544 4.1189
H 3.4374 3.0679 2.8930
H 5.1399 1.7956 0.0127
H 3.4544 2.2632 -0.1570
H 3.9649 0.6425 -0.6236
H 1.7020 -0.0827 2.9462
H 1.7270 -0.5022 1.2356
H -0.8989 2.9021 3.4358
H 0.5237 2.1708 4.1471
H 0.4114 -0.8541 5.0434
H -0.1683 -1.4564 3.4731
H -1.1100 -1.7248 4.9300
H -1.2730 1.4597 6.4727
H -2.7568 0.5421 6.2412
H -2.6384 2.1863 5.6234
H -2.5863 -0.4936 2.2127
H -3.1611 1.1893 2.4338
H -3.7098 -0.0997 3.4840



# 5
Here is a cluster of 10 separate species, C54H95N3O12S3 in total from the OMol25 dataset. Energies are from ωB97M-V/def2-TZVPD.

Output
Multiplicity   1
Highest occupied orbital energy   -9.9 eV
Gap between HOMO and LUMO   8.6 eV
Net charge   0
SMILES string   O=[N+]([O-])c1ccccc1.O=[N+]([O-])c1ccccc1.O=[N+]([O-])c1ccccc1.O=S1(=O)CCCC1.O=S1(=O)CCCC1.O=S1(=O)CCCC1.CCCCCC.CCCCCC.CCCCCC.CCCCCC

Cartesian coordinates (Å):
O 1.9144 3.9965 3.8233
N 2.0835 3.8294 2.6040
O 2.5648 2.8595 2.0487
C 1.6488 4.9979 1.7777
C 1.8077 4.9380 0.3486
C 1.7765 6.0805 -0.4145
C 1.4469 7.3156 0.1837
C 1.3350 7.4646 1.5843
C 1.3793 6.2811 2.3549
H 1.9656 4.0022 -0.1668
H 1.8575 6.1053 -1.4912
H 1.3133 8.1697 -0.4637
H 1.0507 8.4057 2.0315
H 1.3438 6.3215 3.4336
O -2.0265 1.5479 0.2535
N -0.8423 1.4342 0.1148
O -0.1136 2.3938 -0.1209
C -0.2280 0.1356 0.2673
C 1.1671 -0.0603 0.3454
C 1.7962 -1.2906 0.4432
C 1.0444 -2.3935 0.5436
C -0.3318 -2.2853 0.6609
C -0.9058 -1.0924 0.4244
H 1.7863 0.8246 0.3382
H 2.8583 -1.2234 0.2594
H 1.5432 -3.3514 0.5318
H -0.9583 -3.1270 0.9165
H -1.9826 -1.0934 0.5069
O 3.2567 -3.0881 -1.8164
N 3.7240 -3.7567 -2.7715
O 4.9380 -3.7335 -3.0279
C 2.8059 -4.6113 -3.6147
C 1.4174 -4.5107 -3.4551
C 0.6149 -5.3480 -4.1553
C 1.1434 -6.1851 -5.1430
C 2.5237 -6.2941 -5.3372
C 3.3891 -5.5022 -4.5611
H 0.9438 -3.8126 -2.7807
H -0.4312 -5.3330 -3.8872
H 0.3837 -6.8342 -5.5527
H 3.0192 -6.9775 -6.0109
H 4.4334 -5.6054 -4.8163
O 1.0963 -3.8765 5.9908
S 0.7018 -2.5776 5.5570
O 1.6925 -1.5109 5.5271
C -0.3578 -2.6883 4.0109
C -1.4000 -1.5398 4.0749
C -1.7370 -1.1398 5.5081
C -0.7781 -1.8561 6.5467
H -0.7603 -3.6797 4.2188
H 0.3977 -2.6984 3.2253
H -0.9656 -0.6993 3.5336
H -2.3521 -1.6059 3.5482
H -2.7864 -1.3659 5.6971
H -1.6217 -0.0806 5.7384
H -1.2710 -2.7745 6.8656
H -0.3987 -1.3981 7.4602
O -3.3323 7.1424 -3.7726
S -3.5108 6.5367 -2.4442
O -4.2408 7.3339 -1.4596
C -4.1225 4.7697 -2.4980
C -2.8629 3.9300 -2.7523
C -1.5621 4.6745 -2.6373
C -1.7800 6.0062 -1.8945
H -4.8647 4.6491 -3.2872
H -4.7255 4.5570 -1.6153
H -2.9587 3.0365 -2.1355
H -2.7609 3.4762 -3.7381
H -1.1413 4.8131 -3.6332
H -0.8574 4.1933 -1.9591
H -1.2558 6.8891 -2.2603
H -1.7228 5.9033 -0.8109
O 7.5689 3.1131 -2.2795
S 7.6032 1.7834 -1.7217
O 8.7520 1.4134 -0.8691
C 5.9612 1.5254 -0.7814
C 5.0359 0.9115 -1.8477
C 5.8558 -0.0293 -2.7052
C 7.2064 0.5433 -3.0059
H 5.6071 2.3737 -0.1957
H 6.2125 0.7956 -0.0117
H 4.1754 0.2808 -1.6243
H 4.7802 1.7356 -2.5138
H 5.3070 -0.0753 -3.6458
H 5.8487 -1.0054 -2.2201
H 7.4261 0.9127 -4.0076
H 7.8711 -0.3121 -2.8853
C -1.4013 -7.7429 -1.1454
C -2.0809 -7.5378 0.1997
C -2.8455 -6.2252 0.2886
C -3.4707 -5.9512 1.6567
C -3.5957 -4.4337 1.9346
C -4.2999 -3.6361 0.8660
H -0.9808 -6.7800 -1.4354
H -2.1133 -7.9965 -1.9308
H -0.6471 -8.5293 -1.1745
H -2.6468 -8.3927 0.5699
H -1.3256 -7.4269 0.9777
H -3.6949 -6.1173 -0.3860
H -2.1663 -5.4069 0.0495
H -4.4869 -6.3436 1.6178
H -2.8908 -6.3187 2.5033
H -4.2096 -4.2498 2.8164
H -2.6195 -3.9870 2.1234
H -5.1582 -4.1370 0.4181
H -4.6674 -2.7273 1.3426
H -3.5360 -3.4773 0.1048
C 5.0900 0.1057 2.6311
C 5.2829 -1.4676 2.6482
C 6.1320 -1.8281 1.3908
C 6.8712 -3.1656 1.6581
C 7.9585 -3.6823 0.7557
C 8.0923 -5.2001 0.8593
H 5.8524 0.7765 2.2352
H 4.8788 0.3507 3.6719
H 4.1467 0.2294 2.0990
H 5.8907 -1.7072 3.5208
H 4.4774 -2.2017 2.6664
H 6.9280 -1.1108 1.1908
H 5.5432 -1.9266 0.4788
H 7.0275 -3.3019 2.7282
H 6.0080 -3.8094 1.4892
H 7.5111 -3.4233 -0.2039
H 8.9051 -3.1591 0.8910
H 9.0484 -5.4820 0.4183
H 7.9907 -5.5280 1.8938
H 7.2110 -5.6542 0.4063
C -2.5831 3.3327 2.6588
C -2.5101 4.4651 1.6505
C -2.0043 5.7936 2.1996
C -2.8636 6.5210 3.2697
C -4.3033 6.8625 2.8015
C -4.9361 7.9046 3.6387
H -1.5689 2.9574 2.7950
H -3.2162 2.5359 2.2684
H -2.7958 3.6476 3.6804
H -1.9198 4.2054 0.7717
H -3.4935 4.4970 1.1815
H -1.7443 6.4819 1.3954
H -1.0091 5.7501 2.6420
H -2.6816 5.9748 4.1952
H -2.2642 7.4290 3.3363
H -4.2336 7.4041 1.8582
H -4.9100 5.9569 2.8036
H -4.7616 7.7129 4.6974
H -4.4190 8.8183 3.3458
H -5.9281 8.3130 3.4458
C -3.2310 -2.2202 -2.5514
C -4.1064 -1.8904 -3.8878
C -5.6803 -1.6610 -3.8387
C -6.1044 -0.2386 -3.4742
C -6.2310 0.8182 -4.6501
C -7.3307 1.9250 -4.4446
H -3.6430 -1.5256 -1.8194
H -2.1667 -2.0540 -2.7180
H -3.4541 -3.1731 -2.0715
H -3.7511 -1.0940 -4.5417
H -3.9795 -2.8103 -4.4586
H -6.3853 -2.3823 -3.4254
H -5.9796 -1.7208 -4.8851
H -7.0502 -0.2291 -2.9323
H -5.4241 0.1932 -2.7402
H -5.3165 1.4075 -4.7179
H -6.4230 0.1808 -5.5133
H -7.4523 2.5935 -5.2968
H -8.2750 1.3806 -4.4355
H -7.3083 2.5600 -3.5590



# 6
Here is a cluster of 2 separate species, C3H5IN in total from the OMol25 dataset. Energies are from ωB97M-V/def2-TZVPD.

Output
Multiplicity   1
Highest occupied orbital energy (alpha / beta)   -14.0 / -14.0 eV
Gap between HOMO and LUMO (alpha / beta)   8.4 / 8.4 eV
Net charge   +1

Cartesian coordinates (Å):
C 0.5305 -2.3362 -0.1376
C 0.2440 -1.1594 -0.0455
C -0.4285 0.1078 -0.1065
N 0.3021 1.2854 0.5000
I -2.5459 0.0423 0.2829
H 0.8236 -3.3428 -0.4004
H -0.1300 0.7754 -1.8037
H 1.3769 1.2427 0.3383
H 0.0855 1.3358 1.4434
H -0.2583 2.0491 -0.0709